Below is a molecular structure, C25H19AsN10S5W, with properties calculated with ωB97M-V/def2-TZVPD.

XYZ file:
```
61
Properties=species:S:1:pos:R:3
W 0.15741 -1.03630 -0.78621
N -0.42509 -5.08140 1.28639
C -0.02919 -4.04140 0.58679
S -0.58939 -2.37110 1.29139
N 0.69541 -4.07010 -0.45431
N 1.00901 -2.93710 -1.09971
C 1.77811 -3.05420 -2.16551
C 2.14691 -1.84860 -2.82831
C 2.95591 -1.81290 -3.97611
C 3.31011 -0.59510 -4.51341
C 2.88851 0.57490 -3.87261
C 2.09251 0.47650 -2.75191
N 1.68441 -0.69870 -2.24681
H -0.94839 -4.96380 2.13929
H -0.27969 -6.01790 0.93719
H 2.12671 -4.02720 -2.49211
H 3.27411 -2.74360 -4.41991
H 3.91451 -0.53810 -5.40511
H 3.17101 1.54580 -4.24381
H 1.74861 1.36640 -2.23171
C -1.70479 1.52510 -3.88111
C -0.88029 0.59610 -3.28011
N -0.81669 0.46880 -1.93741
C -1.60299 1.32590 -1.21911
C -2.52439 2.16060 -1.87791
N -2.55949 2.26330 -3.17861
C -1.25559 1.36740 0.17299
C -1.77619 2.21790 1.13179
C -1.20229 2.29300 2.40769
C -0.03589 1.54260 2.61149
C 0.42741 0.67080 1.63449
N -0.21249 0.52300 0.43749
C 1.61211 -0.14310 1.69179
C 2.47111 -0.27180 2.79829
N 3.56801 -0.97670 2.75229
C 3.87221 -1.57180 1.60059
C 3.03471 -1.51600 0.50439
N 1.87371 -0.82860 0.53399
C -1.77969 3.15010 3.45439
C -1.37139 3.06520 4.79049
C -1.93979 3.92270 5.72159
N -2.86569 4.79900 5.40529
C -3.29679 4.87430 4.16619
C -2.78389 4.07810 3.15419
H -1.69709 1.67590 -4.94831
H -0.25159 -0.05250 -3.87911
H -3.23569 2.76270 -1.33121
H -2.62599 2.82420 0.87079
H 0.51781 1.64310 3.52999
H 2.24811 0.20780 3.73919
H 4.80601 -2.11390 1.57209
H 3.29721 -2.03030 -0.41271
H -0.64529 2.34520 5.13039
H -1.63729 3.90750 6.75779
H -4.07309 5.59840 3.96789
H -3.17479 4.20570 2.15889
S -2.66889 -4.85170 -1.35361
As -4.01419 -3.75690 -2.40801
S -0.89029 -2.40760 -2.75231
S -2.08599 -1.72610 0.11289
S -2.80149 -1.89360 -3.10301
```

Results
LUMO: -7.40 eV
total charge: +2
spin multiplicity: 1
orbital gap: 5.575 eV
energy above the lowest of the compared OMol25 structures with the same formula, charge and spin: 38.2 kJ/mol
HOMO: -12.97 eV

Below is a molecular structure, C25H19AsN4O5S2V, with properties calculated with ωB97M-V/def2-TZVPD.

XYZ file:
```
57
Properties=species:S:1:pos:R:3
V -0.01743 -0.38625 0.34972
S 0.92284 1.81036 -0.19031
C 1.29071 2.46073 1.38967
C 2.02630 3.64566 1.46435
C 2.33704 4.24442 2.67513
C 3.07695 5.47384 2.69087
N 3.65686 6.46704 2.69870
C 1.90756 3.63982 3.86742
C 1.17985 2.46160 3.80456
C 0.85122 1.85500 2.58905
S -0.13693 0.41095 2.62416
C 2.19987 4.22532 5.14468
N 2.41512 4.68991 6.17447
H 2.36252 4.10751 0.54538
H 0.85019 1.99533 4.72351
O -0.97338 -2.16506 0.84838
C -1.55149 -2.89910 0.05237
C -1.56382 -2.80845 -1.38491
C -2.36164 -3.73612 -2.05796
C -2.42740 -3.74328 -3.42760
C -1.66590 -2.83145 -4.18267
C -0.86886 -1.92688 -3.55056
C -0.78783 -1.85091 -2.12360
O -0.04823 -0.96635 -1.59191
N -3.28152 -4.69860 -4.10139
O -3.31379 -4.67495 -5.32148
O -3.92054 -5.48558 -3.42207
H -2.12717 -3.74156 0.46585
H -2.94159 -4.45794 -1.49705
H -1.72399 -2.87133 -5.26103
H -0.26517 -1.22357 -4.10883
C -1.91299 2.18274 -2.25625
As -2.48704 1.70668 -0.48731
C -2.04063 3.09287 0.76561
C -4.40819 1.65309 -0.57337
O -2.00580 0.17439 -0.06093
H -2.49342 3.03347 -2.61351
H -2.07807 1.31755 -2.89713
H -0.85369 2.42489 -2.22407
H -1.29995 3.75186 0.31981
H -1.61223 2.60571 1.64130
H -2.94472 3.63895 1.03280
H -4.80537 2.62834 -0.85302
H -4.78546 1.36641 0.40667
H -4.70399 0.90463 -1.30603
N 6.57094 -3.96904 1.03924
C 5.57521 -3.39872 0.94859
C 4.32849 -2.69311 0.83467
C 4.10138 -1.84010 -0.24441
C 2.89149 -1.17234 -0.34495
C 1.87216 -1.32093 0.60391
C 2.13689 -2.18302 1.67556
C 3.33886 -2.86144 1.80188
H 4.87469 -1.70950 -0.99170
H 2.73539 -0.51010 -1.18972
H 1.38370 -2.32222 2.44411
H 3.52201 -3.52117 2.64135
```

Results
LUMO (alpha / beta): 1.52 / 1.55 eV
total charge: -1
spin multiplicity: 3
orbital gap (alpha / beta): 6.641 / 6.690 eV
energy above the lowest of the compared OMol25 structures with the same formula, charge and spin: 3.3 kJ/mol
<S²>: 2.0191
HOMO (alpha / beta): -5.12 / -5.14 eV

Below is a molecular structure, C25H19AsNOReS2SbSe4, with properties calculated with ωB97M-V/def2-TZVPD.

XYZ file:
```
55
Properties=species:S:1:pos:R:3
Re 2.11859 0.44392 1.80155
S 2.04913 -1.07607 3.65499
C 0.42259 -0.45508 3.73109
N 0.28197 0.46289 2.79366
C -1.02407 0.95680 2.70816
C -1.51527 1.95721 1.87856
C -2.84824 2.30123 2.01016
C -3.67566 1.67338 2.94637
C -3.18830 0.68740 3.78489
C -1.85127 0.33368 3.64929
S -0.96373 -0.84323 4.59962
H -0.87252 2.46490 1.17268
H -3.25752 3.08534 1.38760
H -4.71004 1.97672 3.03055
H -3.82296 0.22064 4.52607
Se 6.76830 -0.13415 3.43540
Sb 6.28946 0.59967 1.33061
Se 3.15312 2.24587 2.44346
Se 3.62169 -0.95972 0.85554
Se 6.52611 1.67499 -0.66717
O 1.04794 0.83272 0.29685
As 0.21702 -0.11466 -0.95525
C -0.46963 1.21519 -2.10237
C -1.20861 0.79474 -3.20732
C -1.71276 1.75186 -4.07265
C -1.47486 3.10006 -3.83267
C -0.73347 3.50565 -2.72993
C -0.22174 2.56248 -1.85247
C 1.60749 -1.19092 -1.66538
C 2.78917 -0.54994 -2.06362
C 3.83312 -1.31183 -2.57337
C 3.69476 -2.69167 -2.68843
C 2.51668 -3.31616 -2.30172
C 1.46622 -2.56891 -1.78177
C -1.09303 -1.12402 -0.04605
C -2.43188 -0.76197 -0.16881
C -3.38556 -1.45437 0.56243
C -2.99771 -2.48332 1.41054
C -1.65520 -2.83032 1.54203
C -0.69406 -2.15187 0.81209
H -1.39368 -0.25693 -3.39895
H -2.28898 1.44613 -4.93486
H -1.86999 3.84169 -4.51361
H -0.55120 4.55734 -2.55681
H 0.36384 2.87365 -0.99691
H 2.87382 0.53126 -2.02030
H 4.74069 -0.82675 -2.90839
H 4.50308 -3.28046 -3.10140
H 2.40698 -4.38580 -2.41822
H 0.54554 -3.06184 -1.49661
H -2.73049 0.04566 -0.82724
H -4.43121 -1.19768 0.46150
H -3.74783 -3.03122 1.96575
H -1.36606 -3.64421 2.19369
H 0.35022 -2.43994 0.89717
```

Results
LUMO (alpha / beta): -11.31 / -11.31 eV
total charge: +3
spin multiplicity: 1
orbital gap (alpha / beta): 5.469 / 5.471 eV
HOMO (alpha / beta): -16.78 / -16.78 eV

Below is a molecular structure, C25H19AsO10PS3Zr, with properties calculated with ωB97M-V/def2-TZVPD.

XYZ file:
```
60
Properties=species:S:1:pos:R:3
Zr -0.88586 1.33689 -1.07453
O -2.72025 0.86871 -0.37892
C -2.21790 1.42721 0.77521
C -2.57210 0.59635 1.98611
C -3.78088 0.74853 2.65737
C -4.09790 -0.05711 3.74280
C -3.21377 -1.03732 4.16772
C -2.00740 -1.20924 3.50234
C -1.68873 -0.39425 2.42307
P -0.21289 -0.53945 1.39243
C 0.77247 0.92903 1.86903
C 1.89721 1.19276 1.08318
C 2.66441 2.32751 1.30672
C 2.31214 3.21223 2.31257
C 1.19447 2.95682 3.09661
C 0.42884 1.82269 2.88030
C 0.74502 -1.89973 2.14617
C 1.50125 -1.75601 3.30718
C 2.18860 -2.83993 3.83226
C 2.12690 -4.07621 3.20107
C 1.38244 -4.22519 2.04005
C 0.69780 -3.13931 1.51065
H -4.48838 1.49453 2.31531
H -5.04449 0.07777 4.25183
H -3.46221 -1.66911 5.01145
H -1.31244 -1.97527 3.82468
H 2.16479 0.50839 0.28344
H 3.52159 2.52844 0.67689
H 2.89404 4.11055 2.47501
H 0.90545 3.65706 3.87046
H -0.45790 1.64924 3.47714
H 1.55504 -0.79022 3.79599
H 2.77558 -2.71981 4.73449
H 2.66677 -4.92048 3.61180
H 1.34094 -5.18387 1.53859
H 0.13251 -3.24271 0.59047
O 1.10422 2.57087 -5.28778
As -0.12419 1.66850 -4.37076
O -1.63579 1.95359 -4.86981
O 0.26279 2.04264 -2.78051
C 0.53123 -0.10565 -4.84102
C 1.12045 -0.22772 -6.09534
C 1.55081 -1.46149 -6.56305
C 1.39371 -2.59574 -5.78293
C 0.80637 -2.49135 -4.53206
C 0.38013 -1.25565 -4.06948
S -0.32832 -1.19540 -2.44133
O 0.61828 -0.42673 -1.59761
O -0.55622 -2.54764 -2.02628
O -1.52170 -0.32924 -2.53281
H 1.13527 3.46491 -4.92972
H 1.24717 0.65400 -6.70818
H 2.00686 -1.53109 -7.54251
H 1.72303 -3.56152 -6.14372
H 0.66463 -3.35914 -3.90321
O -0.21316 3.26489 -0.13821
S -1.53834 3.92884 -0.34235
O -1.54421 5.35475 -0.32954
O -2.04434 3.24439 -1.55774
S -2.74382 3.17154 1.14901
```

Results
LUMO: 2.48 eV
total charge: -1
spin multiplicity: 1
orbital gap: 7.454 eV
energy above the lowest of the compared OMol25 structures with the same formula, charge and spin: 188.6 kJ/mol
HOMO: -4.98 eV